# 1
119
Properties=species:S:1:pos:R:3:lowdin_charge:R:1 method="wB97M-V/def2-TZVPD" energy_ev=-307551.806 total_charge=-2 spin_multiplicity=1 e_above_lowest_kcal_mol=4.2
Sn -0.0256 0.0417 -0.1661 1.2194
Br -2.0878 -3.4733 1.6568 0.5595
C -1.7084 -4.1784 -0.1035 -1.0660
Br -2.8969 -3.4878 -1.4567 0.5359
H -1.8477 -5.2485 -0.0635 -0.0121
H -0.6919 -3.8979 -0.3846 -0.1343
C 3.7710 3.3797 0.1973 -0.0479
C 3.1680 2.2222 -0.6033 -0.3619
C 3.2627 2.4930 -2.1075 -0.0579
C 3.8032 0.8912 -0.2322 -0.1266
C 5.0927 0.6127 -0.6650 -0.0503
C 5.6828 -0.6135 -0.3927 -0.0910
C 4.9784 -1.5525 0.3363 -0.0661
C 3.6940 -1.3054 0.8300 -0.1439
C 3.1185 -2.4334 1.6993 -0.3597
C 3.9465 -2.5456 2.9912 -0.0747
C 1.6381 -2.4320 2.0828 -0.1087
C 3.0984 -0.0704 0.5260 -0.1939
N 1.7907 0.2400 0.9732 -0.1124
C 1.6368 1.0694 2.0601 -0.2291
C 0.4202 1.6270 2.3198 -0.2360
N -0.6268 1.4080 1.4479 -0.0957
C -1.6981 2.3193 1.3638 -0.1912
C -3.0194 1.8433 1.5256 -0.1530
C -4.0891 2.7277 1.4318 -0.0755
C -3.8896 4.0755 1.1825 -0.1055
C -2.5946 4.5376 1.0030 -0.0594
C -1.4934 3.6893 1.0765 -0.1259
C -0.1182 4.2693 0.7630 -0.3527
C 0.2700 5.4111 1.7106 -0.0577
C -0.0488 4.7482 -0.6894 -0.0510
C -3.3064 0.3829 1.8333 -0.3915
C -4.1617 -0.2698 0.7468 -0.0817
C -3.9594 0.2237 3.2106 -0.0645
C 0.4703 2.3099 3.6220 -0.0806
C -0.4203 2.9608 4.4316 -0.0181
C 0.0453 3.5043 5.6688 -0.0943
C 1.3465 3.3979 6.0834 -0.0542
C 2.2899 2.7026 5.2644 -0.1774
C 3.6715 2.4670 5.5449 -0.0523
C 4.4260 1.7535 4.6524 -0.0860
C 3.8925 1.2154 3.4394 -0.0152
C 2.5710 1.4258 3.1512 -0.0739
C 1.8102 2.1858 4.0828 -0.0965
H 3.2851 4.3222 -0.0755 0.0677
H 4.8424 3.4759 -0.0107 0.0737
H 3.6456 3.2275 1.2719 0.0697
H 2.1075 2.1705 -0.3573 0.0927
H 4.2939 2.6992 -2.4143 0.0688
H 2.6405 3.3488 -2.3794 0.0698
H 2.9028 1.6341 -2.6789 0.0864
H 5.6332 1.3548 -1.2449 0.1021
H 6.6773 -0.8397 -0.7615 0.0899
H 5.4273 -2.5230 0.5274 0.1076
H 3.2784 -3.3421 1.1108 0.1191
H 3.8151 -1.6470 3.6019 0.0685
H 5.0133 -2.6644 2.7903 0.0633
H 3.6101 -3.4051 3.5799 0.0700
H 1.3753 -1.5864 2.7216 0.0771
H 1.4255 -3.3555 2.6336 0.0734
H 0.9975 -2.4181 1.2047 -0.0226
H -5.1009 2.3530 1.5589 0.1010
H -4.7323 4.7531 1.1013 0.0893
H -2.4341 5.5864 0.7716 0.1027
H 0.6215 3.4775 0.8755 0.1093
H -0.3837 6.2779 1.5621 0.0678
H 1.2975 5.7296 1.5089 0.0723
H 0.2088 5.1117 2.7571 0.0639
H -0.7493 5.5731 -0.8651 0.0755
H -0.2786 3.9469 -1.3932 0.0458
H 0.9590 5.1130 -0.9174 0.0753
H -2.3519 -0.1365 1.8630 0.0821
H -5.1156 0.2570 0.6261 0.0727
H -4.3733 -1.3139 0.9908 0.0489
H -3.6394 -0.2528 -0.2112 0.0513
H -4.9428 0.7051 3.2419 0.0695
H -3.3367 0.6751 3.9874 0.0760
H -4.0925 -0.8368 3.4485 0.0689
H -1.4577 3.0888 4.1427 0.1057
H -0.6652 4.0293 6.2989 0.0891
H 1.6598 3.8289 7.0284 0.0938
H 4.1140 2.8482 6.4592 0.0945
H 5.4743 1.5814 4.8705 0.0905
H 4.5402 0.6644 2.7671 0.1045
Cl -4.5326 1.3139 -4.5870 0.4925
C -3.9339 1.0573 -2.9278 -1.0085
Cl -3.2233 2.5012 -2.2257 0.6202
H -3.1706 0.2920 -2.9710 -0.0029
H -4.7685 0.7527 -2.3116 0.0147
O 0.2969 3.0971 -3.4107 0.0219
C 0.0487 1.9689 -3.0013 -0.6358
O 0.0452 1.5841 -1.7754 -0.2499
C -0.3759 0.9236 -4.0337 -0.1004
C -0.8130 -0.3459 -3.6730 -0.0605
C -1.2816 -1.2401 -4.6296 -0.0630
C -1.2954 -0.8852 -5.9648 -0.0114
C -0.8282 0.3726 -6.3135 -0.1427
C -0.3731 1.2796 -5.3761 0.0631
N -0.8345 0.7567 -7.7409 -0.3572
O -1.2908 -0.0374 -8.5433 0.0442
O -0.3754 1.8373 -8.0469 0.0634
H -0.7852 -0.6542 -2.6387 -0.0004
H -1.6145 -2.2222 -4.3215 0.0927
H -1.6439 -1.5591 -6.7336 0.1126
H -0.0393 2.2656 -5.6642 0.1263
C 2.9588 -2.2407 -4.5852 -0.2360
Si 2.2740 -3.6223 -3.5024 -0.0231
C 1.1026 -4.6266 -4.5957 -0.2464
C 3.7654 -4.7056 -3.0923 -0.2592
Se 1.2839 -2.8995 -1.6558 0.2188
H 3.4437 -2.6456 -5.4850 0.0193
H 3.6984 -1.6595 -4.0240 0.0190
H 2.1652 -1.5559 -4.9000 0.0092
H 1.6313 -5.2022 -5.3693 0.0147
H 0.4148 -3.9399 -5.0987 0.0026
H 0.5067 -5.3130 -3.9890 0.0106
H 4.2036 -5.1873 -3.9784 0.0132
H 3.4965 -5.4770 -2.3652 0.0096
H 4.5276 -4.0654 -2.6340 0.0125


# 2
120
Properties=species:S:1:pos:R:3:lowdin_charge:R:1 method="wB97M-V/def2-TZVPD" energy_ev=-190851.480 total_charge=+1 spin_multiplicity=1 e_above_lowest_kcal_mol=8.6
Cd -1.1472 0.9721 -0.2656 1.2380
C -1.9966 0.2487 3.9124 -0.0816
C -2.9724 0.0864 2.7438 -0.2136
C -3.8487 1.3029 2.6039 -0.1908
C -5.0325 1.3407 3.3270 -0.0431
C -5.8697 2.4410 3.2728 -0.0657
C -5.5400 3.4922 2.4395 -0.0431
C -4.3493 3.5094 1.7206 -0.1724
C -4.1210 4.7044 0.8191 -0.2046
C -3.8753 5.9905 1.6167 -0.0814
C -3.4696 2.4153 1.8362 -0.2158
N -2.2471 2.4043 1.1257 -0.0201
C -1.4731 3.4494 1.1808 -0.1168
C -0.3976 3.6591 0.2840 -0.3702
C 0.4809 4.7466 0.1600 -0.0398
C 1.2695 4.4902 -0.9567 -0.1034
C 0.8419 3.2604 -1.4711 -0.1867
N -0.1589 2.7627 -0.7364 -0.1157
H -1.3734 -0.6369 4.0307 0.0594
H -2.5523 0.4104 4.8352 0.0824
H -1.3469 1.1104 3.7486 0.0684
H -3.6112 -0.7780 2.9351 0.1126
H -2.4227 -0.0953 1.8160 0.0477
H -5.3062 0.4849 3.9325 0.1164
H -6.7773 2.4700 3.8605 0.1073
H -6.2249 4.3247 2.3324 0.1176
H -5.0235 4.8393 0.2177 0.1165
H -3.2940 4.5314 0.1310 0.0925
H -4.7052 6.1813 2.2957 0.0722
H -3.7776 6.8465 0.9494 0.0772
H -2.9681 5.9190 2.2178 0.0652
H -1.6486 4.2123 1.9390 0.1348
H 0.4954 5.6195 0.7931 0.1089
H 2.0527 5.1094 -1.3615 0.1005
H 1.2001 2.7336 -2.3442 0.0968
C 3.3248 -5.4290 -3.1128 -0.1031
C 2.1697 -4.9983 -2.2128 -0.2620
C 2.3478 -3.5550 -1.7461 -0.1891
C 1.3917 -3.1444 -0.6289 -0.1776
N 0.0082 -3.0959 -1.0731 -0.0093
C -0.5075 -2.0871 -1.8088 -0.6667
Se 0.3292 -0.4639 -2.1195 0.6522
N -1.7767 -2.4055 -2.1540 -0.0122
C -2.5740 -1.7444 -3.1743 -0.1679
C -2.6694 -2.6021 -4.4388 -0.1722
C -1.3401 -2.8051 -5.1649 -0.2458
C -0.7883 -1.5329 -5.8039 -0.1013
C -2.1086 -3.6138 -1.5571 -0.1428
C -3.3087 -4.3079 -1.5025 0.0020
C -3.3335 -5.4655 -0.7454 -0.0655
C -2.1925 -5.9217 -0.0821 -0.0684
C -0.9927 -5.2362 -0.1415 0.0020
C -0.9713 -4.0600 -0.8783 -0.1434
H 3.1789 -6.4464 -3.4724 0.0739
H 4.2651 -5.3881 -2.5626 0.0758
H 3.4052 -4.7727 -3.9800 0.0775
H 2.1266 -5.6610 -1.3427 0.1081
H 1.2259 -5.1078 -2.7543 0.1059
H 2.2243 -2.8688 -2.5882 0.1009
H 3.3661 -3.4251 -1.3698 0.1170
H 1.6660 -2.1464 -0.2851 0.0731
H 1.4630 -3.8447 0.2038 0.1263
H -2.1087 -0.7859 -3.3950 0.0697
H -3.5688 -1.5625 -2.7701 0.0935
H -3.3796 -2.1248 -5.1182 0.1216
H -3.0790 -3.5790 -4.1719 0.1037
H -1.5043 -3.5478 -5.9479 0.1114
H -0.5919 -3.2197 -4.4806 0.0987
H -1.5417 -1.0657 -6.4399 0.0784
H 0.0744 -1.7710 -6.4254 0.0764
H -0.4634 -0.8080 -5.0567 0.0267
H -4.1885 -3.9568 -2.0236 0.1179
H -4.2545 -6.0251 -0.6640 0.1113
H -2.2588 -6.8314 0.4981 0.1112
H -0.1176 -5.6077 0.3736 0.1132
C -5.6011 0.2745 -1.9398 -0.3871
S -4.0736 1.0886 -1.3995 0.6815
C -3.8779 2.3042 -2.7245 -0.3838
H -5.4799 -0.1584 -2.9322 0.0317
H -6.4078 1.0035 -1.9524 0.0430
H -5.8213 -0.5020 -1.2111 0.0360
H -4.7255 2.9858 -2.7183 0.0414
H -3.8041 1.8068 -3.6903 0.0390
H -2.9626 2.8549 -2.5128 0.0238
Cl 7.8563 -2.7265 1.4571 0.7093
C 6.7051 -1.5327 1.9213 -0.6638
C 5.3706 -1.6862 1.5916 -0.0932
C 4.4608 -0.7151 1.9691 -0.0241
C 4.8415 0.4129 2.6907 -0.1778
C 3.8487 1.4603 3.1487 -0.2647
C 2.6282 0.8422 3.8605 -0.0412
N 1.6743 0.2139 2.9666 -0.0492
C 1.3118 -1.1086 2.9662 -0.0631
C 0.3801 -1.2487 1.9831 -0.1597
N 0.1761 -0.0350 1.3782 -0.0278
C 0.9617 0.8235 2.0013 -0.1603
O 3.3467 2.4177 2.2017 -0.1055
C 3.5468 2.3760 0.7799 -0.1450
C 4.9590 2.5588 0.3063 -0.3192
C 5.5734 1.8045 -0.6498 -0.9734
Cl 4.8569 0.5719 -1.5997 0.6598
S 7.2209 2.2531 -0.8945 1.0054
C 7.0790 3.4984 0.2788 -0.3995
C 5.8397 3.5506 0.8231 -0.1451
C 6.1978 0.5282 3.0249 -0.5696
Cl 6.7910 1.8652 3.9524 0.7543
C 7.1245 -0.4236 2.6367 -0.1182
H 5.0483 -2.5560 1.0370 0.1039
H 3.4294 -0.8509 1.6789 0.1014
H 4.3459 2.0493 3.9204 0.1048
H 2.1215 1.6436 4.4001 0.1413
H 2.9751 0.0984 4.5758 0.1432
H 1.7480 -1.8192 3.6456 0.1339
H -0.1670 -2.1275 1.6870 0.1085
H 1.0481 1.8750 1.7780 0.1267
H 2.9491 3.2259 0.4452 0.1112
H 3.1202 1.4669 0.3421 0.0969
H 7.9262 4.1318 0.4822 0.0717
H 5.5350 4.2659 1.5723 0.1216
H 8.1661 -0.3053 2.8982 0.1105